ORCA calculation (ωB97M-V/def2-TZVPD) on a 8-piece molecular cluster, C59H87O20P overall in a non-equilibrium geometry.

The geometry in ORCA input format:
```
! wB97M-V def2-TZVPD RIJCOSX def2/J DEFGRID3
* xyz 0 1
C -6.07 2.90 0.03
C -5.65 3.98 0.87
C -4.70 5.09 1.62
C -3.36 4.47 2.33
C -2.47 3.47 1.39
C -1.67 2.28 2.25
C -2.53 1.22 3.21
C -4.19 1.25 3.35
C -4.73 -0.26 2.84
C -4.10 -0.90 1.43
C -4.53 -2.37 0.82
C -5.66 -3.22 1.70
C -6.33 -2.60 3.09
C -5.85 -1.12 3.69
C -1.79 0.01 4.10
C -0.15 -0.21 4.05
C 0.69 0.84 3.09
C -0.03 2.06 2.20
C 0.97 3.01 1.25
O 0.85 4.33 1.13
C 2.15 2.14 0.45
C 2.53 2.48 -1.11
C 3.68 1.53 -1.84
C 4.01 1.87 -3.43
P 5.42 3.12 -3.69
O 5.94 2.96 -5.20
O 4.79 4.75 -3.53
O 6.80 2.86 -2.64
C 4.37 0.33 -0.97
C 5.47 -0.63 -1.71
C 4.70 -1.71 -2.74
C 3.23 -2.19 -2.20
C 1.96 -1.44 -2.95
O 0.68 -2.21 -2.83
C 4.02 -0.02 0.62
C 2.88 0.92 1.33
C 2.35 0.70 2.91
O 3.20 0.48 3.92
H -6.39 1.96 -0.63
H -5.39 5.60 2.45
H -4.48 5.97 0.85
H -2.66 5.40 2.60
H -3.61 3.97 3.39
H -1.72 4.13 0.75
H -3.11 2.87 0.59
H -4.54 1.46 4.44
H -4.64 2.00 2.56
H -3.33 -0.21 0.86
H -4.06 -2.76 -0.19
H -5.96 -4.29 1.26
H -7.12 -3.29 3.65
H -6.28 -0.66 4.70
H -2.45 -0.74 4.75
H 0.38 -1.08 4.64
H 2.03 3.33 -1.75
H 3.01 2.38 -3.85
H 4.16 0.87 -4.05
H 5.20 5.22 -2.74
H 6.49 2.16 -1.98
H 6.21 -1.17 -0.98
H 6.12 0.06 -2.41
H 4.60 -1.27 -3.82
H 5.41 -2.66 -2.76
H 3.14 -3.35 -2.49
H 3.13 -2.18 -1.01
H 1.74 -0.37 -2.48
H 2.18 -1.30 -4.09
H -0.05 -1.59 -3.17
H 4.55 -0.89 1.23
O -4.48 0.53 6.21
C -5.00 0.72 7.30
O -6.33 0.96 7.39
C -7.07 1.03 8.62
C -6.99 2.41 9.23
C -4.17 0.79 8.55
H -6.75 0.24 9.31
H -8.12 0.81 8.37
H -5.96 2.68 9.49
H -7.60 2.47 10.14
H -7.34 3.16 8.52
H -3.74 1.79 8.64
H -3.36 0.06 8.47
H -4.72 0.54 9.46
O 11.13 2.36 -9.70
C 10.60 2.55 -8.61
O 9.27 2.79 -8.52
C 8.53 2.86 -7.29
C 8.61 4.24 -6.68
C 11.43 2.62 -7.36
H 8.85 2.07 -6.59
H 7.49 2.64 -7.54
H 9.64 4.51 -6.42
H 8.00 4.30 -5.77
H 8.26 5.00 -7.39
H 11.86 3.62 -7.27
H 12.24 1.89 -7.44
H 10.89 2.37 -6.45
O -0.07 9.91 -2.53
C 0.82 9.20 -3.00
O 1.22 9.35 -4.28
C 2.36 8.70 -4.86
C 2.00 7.31 -5.36
C 1.41 8.08 -2.18
H 3.21 8.69 -4.17
H 2.66 9.32 -5.72
H 1.67 6.67 -4.54
H 2.85 6.84 -5.85
H 1.16 7.37 -6.07
H 0.75 7.21 -2.24
H 1.48 8.41 -1.14
H 2.42 7.80 -2.48
O -3.43 -4.27 -1.88
C -2.54 -4.98 -2.35
O -2.14 -4.83 -3.63
C -1.00 -5.48 -4.22
C -1.36 -6.86 -4.71
C -1.95 -6.10 -1.54
H -0.15 -5.49 -3.52
H -0.69 -4.86 -5.07
H -1.69 -7.51 -3.90
H -0.51 -7.33 -5.21
H -2.20 -6.81 -5.42
H -2.60 -6.97 -1.60
H -1.88 -5.77 -0.50
H -0.94 -6.37 -1.83
O -9.56 2.60 8.93
C -10.08 3.72 8.92
O -10.49 4.29 10.08
C -10.94 5.65 10.20
C -12.42 5.76 9.86
C -10.35 4.42 7.63
H -10.32 6.33 9.61
H -10.80 5.93 11.25
H -12.61 5.48 8.82
H -12.77 6.79 10.00
H -13.01 5.09 10.48
H -11.28 4.05 7.20
H -9.53 4.21 6.94
H -10.40 5.51 7.72
O 0.83 -8.34 -6.86
C 0.85 -9.56 -6.95
O 0.19 -10.33 -6.06
C 0.01 -11.75 -6.18
C 1.20 -12.50 -5.62
C 1.70 -10.23 -8.00
H -0.22 -12.03 -7.21
H -0.88 -12.00 -5.58
H 2.12 -12.27 -6.17
H 1.04 -13.58 -5.66
H 1.38 -12.21 -4.58
H 2.73 -10.29 -7.64
H 1.67 -9.63 -8.91
H 1.35 -11.22 -8.28
O 5.09 -3.64 -0.23
C 5.49 -3.99 0.88
O 6.72 -4.52 1.03
C 7.35 -4.79 2.30
C 6.92 -6.14 2.84
C 4.58 -3.91 2.07
H 7.17 -3.98 3.01
H 8.43 -4.81 2.11
H 5.84 -6.18 3.03
H 7.44 -6.37 3.77
H 7.14 -6.93 2.11
H 3.94 -4.79 2.09
H 3.97 -3.01 1.98
H 5.11 -3.82 3.02
*
```

Results
Largest force on an atom (Eh/bohr): 0.1898
HOMO-LUMO gap (Eh): 0.228



ORCA calculation (ωB97M-V/def2-TZVPD) on C59H88N3O3P2RbSe as an isolated structure.

The geometry in ORCA input format:
```
! wB97M-V def2-TZVPD RIJCOSX def2/J DEFGRID3
* xyz -2 1
Rb 0.66 0.17 -0.47
C -5.68 3.04 4.58
C -4.17 3.20 4.81
C -3.80 2.35 6.03
C -3.87 4.67 5.14
C -3.40 2.77 3.56
C -2.47 1.74 3.55
C -1.80 1.39 2.39
Se -0.54 -0.06 2.45
C -1.72 -1.58 2.29
C -2.56 -1.86 3.35
C -3.44 -2.94 3.32
C -3.43 -3.71 2.15
C -2.61 -3.47 1.06
C -1.66 -2.37 1.10
O -0.82 -2.14 0.17
C -2.79 -4.40 -0.15
C -4.27 -4.41 -0.58
C -2.39 -5.84 0.25
C -1.98 -4.03 -1.40
C -4.40 -3.28 4.46
C -5.85 -3.19 3.97
C -4.13 -4.71 4.97
C -4.24 -2.32 5.64
C -1.97 2.08 1.14
O -1.28 1.78 0.12
C -2.96 3.14 1.16
C -3.61 3.43 2.35
C -3.38 3.94 -0.08
C -2.61 3.63 -1.37
C -4.87 3.64 -0.37
C -3.23 5.45 0.17
H -6.25 3.35 5.47
H -6.02 3.65 3.74
H -5.92 2.00 4.35
H -4.37 2.68 6.90
H -4.01 1.30 5.86
H -2.74 2.45 6.27
H -4.42 4.99 6.04
H -2.80 4.80 5.32
H -4.15 5.32 4.32
H -2.24 1.18 4.45
H -2.51 -1.21 4.22
H -4.12 -4.55 2.10
H -4.93 -4.73 0.23
H -4.57 -3.40 -0.88
H -4.42 -5.08 -1.43
H -3.03 -6.23 1.04
H -2.46 -6.51 -0.62
H -1.37 -5.85 0.62
H -2.26 -3.05 -1.78
H -0.92 -3.99 -1.20
H -2.18 -4.78 -2.18
H -6.03 -3.88 3.14
H -6.55 -3.43 4.78
H -6.06 -2.18 3.61
H -4.27 -5.44 4.17
H -3.11 -4.79 5.34
H -4.82 -4.96 5.78
H -4.46 -1.29 5.35
H -4.93 -2.61 6.45
H -3.22 -2.34 6.04
H -4.35 4.23 2.33
H -2.71 2.58 -1.65
H -3.01 4.26 -2.17
H -1.54 3.82 -1.27
H -5.00 2.58 -0.57
H -5.50 3.91 0.47
H -5.21 4.20 -1.25
H -2.19 5.69 0.39
H -3.54 6.01 -0.71
H -3.84 5.79 1.02
C 1.35 3.16 2.13
C 1.84 4.16 1.08
C 0.68 5.08 0.69
P 2.37 3.24 -0.45
C 3.14 4.61 -1.48
C 3.95 5.64 -0.71
C 4.01 3.99 -2.58
C 3.85 2.33 0.12
C 4.56 2.65 1.28
C 5.59 1.86 1.77
C 6.33 2.23 3.03
C 5.87 0.68 1.08
C 5.20 0.34 -0.08
C 4.20 1.18 -0.63
N 3.50 0.89 -1.77
C 4.06 0.25 -2.82
C 5.47 0.20 -3.07
C 5.99 -0.41 -4.19
C 5.19 -1.01 -5.16
C 5.76 -1.64 -6.40
C 3.82 -0.93 -4.95
C 3.23 -0.33 -3.84
P 1.43 -0.23 -3.57
C 0.67 -1.81 -4.24
C 0.67 -2.16 -5.73
C 1.17 -2.98 -3.40
C 0.83 1.04 -4.81
C 1.72 1.29 -6.03
C 0.57 2.35 -4.06
H 1.02 3.69 3.03
H 0.49 2.61 1.74
H 2.12 2.44 2.41
H 2.66 4.76 1.49
H -0.16 4.48 0.33
H 0.33 5.65 1.56
H 0.95 5.80 -0.09
H 2.29 5.11 -1.96
H 4.74 5.15 -0.13
H 4.43 6.34 -1.40
H 3.34 6.23 -0.02
H 4.93 3.60 -2.14
H 3.52 3.15 -3.07
H 4.28 4.74 -3.32
H 4.29 3.54 1.84
H 5.97 3.18 3.43
H 6.19 1.47 3.82
H 7.40 2.32 2.86
H 6.63 0.00 1.47
H 5.42 -0.60 -0.56
H 6.14 0.67 -2.37
H 7.07 -0.41 -4.33
H 6.77 -2.02 -6.22
H 5.16 -2.49 -6.74
H 5.83 -0.94 -7.24
H 3.17 -1.35 -5.71
H -0.38 -1.64 -3.96
H 1.65 -2.51 -6.07
H -0.04 -2.97 -5.91
H 0.37 -1.31 -6.35
H 2.23 -3.16 -3.58
H 1.03 -2.78 -2.33
H 0.61 -3.89 -3.64
H -0.14 0.65 -5.15
H 2.70 1.65 -5.72
H 1.88 0.39 -6.62
H 1.26 2.05 -6.68
H 1.50 2.74 -3.63
H 0.17 3.12 -4.74
H -0.13 2.22 -3.24
N 2.97 -2.23 0.23
C 2.72 -3.30 -0.12
N 2.43 -4.53 -0.53
C 3.50 -5.30 -1.15
C 2.90 -6.45 -1.94
O 2.07 -7.24 -1.11
C 0.98 -6.47 -0.62
C 1.46 -5.31 0.24
H 4.17 -5.71 -0.37
H 4.08 -4.64 -1.79
H 3.68 -7.10 -2.32
H 2.31 -6.05 -2.77
H 0.35 -7.14 -0.03
H 0.39 -6.09 -1.46
H 1.93 -5.71 1.15
H 0.63 -4.66 0.51
*
```

Results
Largest force on an atom (Eh/bohr): 0.0148
Energy above the lowest of the compared OMol25 structures with the same formula, charge and spin (kcal/mol): 7.0
HOMO-LUMO gap (Eh): 0.191



ORCA calculation (ωB97M-V/def2-TZVPD) on C5BrF15O15S5V as an isolated structure in a non-equilibrium geometry.

The geometry in ORCA input format:
```
! wB97M-V def2-TZVPD RIJCOSX def2/J DEFGRID3
* xyz -4 4
V -7.80 6.93 -18.04
Br -7.81 8.66 -20.21
C -3.76 5.34 -17.31
F -4.39 6.17 -16.48
F -2.46 5.66 -17.25
F -3.93 4.11 -16.81
S -4.54 5.48 -19.00
O -3.77 6.56 -19.59
O -4.38 4.16 -19.57
O -5.92 5.85 -18.69
C -11.02 3.79 -18.85
F -11.75 2.91 -19.56
F -11.82 4.77 -18.42
F -10.48 3.19 -17.80
S -9.61 4.52 -19.91
O -8.91 5.36 -18.91
O -8.89 3.34 -20.36
O -10.25 5.30 -20.95
C -4.61 9.88 -16.57
F -3.90 8.85 -16.12
F -4.16 10.96 -15.93
F -4.38 9.98 -17.86
S -6.45 9.65 -16.18
O -6.39 9.50 -14.73
O -7.13 10.88 -16.57
O -6.78 8.40 -16.90
C -6.93 4.55 -14.05
F -7.26 3.75 -13.01
F -6.24 5.62 -13.59
F -6.07 3.86 -14.84
S -8.42 5.11 -15.07
O -9.09 3.86 -15.41
O -9.17 5.91 -14.14
O -7.76 5.84 -16.16
C -11.94 8.33 -18.26
F -11.43 7.46 -19.09
F -12.43 9.33 -19.01
F -12.97 7.78 -17.61
S -10.60 8.96 -17.03
O -10.29 10.31 -17.48
O -11.27 8.88 -15.75
O -9.58 7.94 -17.23
*
```

Results
Expectation value of S²: 3.7532
Largest force on an atom (Eh/bohr): 0.0482
Energy above the lowest of the compared OMol25 structures with the same formula, charge and spin (kcal/mol): 0.0
HOMO-LUMO gap (spin up / spin down) (Eh): 0.192 / 0.222



ORCA calculation (ωB97M-V/def2-TZVPD) on one molecule with the formula C5H10 in a non-equilibrium geometry.

The geometry in ORCA input format:
```
! wB97M-V def2-TZVPD RIJCOSX def2/J DEFGRID3
* xyz 0 1
C -1.33 -0.83 0.02
C 0.06 0.01 -0.08
C 0.27 0.64 -1.44
C 0.43 0.75 1.17
C 1.20 -0.47 0.74
H -1.41 -1.35 0.98
H -2.24 -0.20 -0.06
H -1.45 -1.61 -0.76
H -0.80 0.77 -1.50
H 0.73 1.63 -1.55
H 0.64 0.01 -2.25
H 0.92 1.73 1.12
H -0.26 0.65 2.00
H 2.21 -0.33 0.36
H 1.03 -1.40 1.25
*
```

Results
Largest force on an atom (Eh/bohr): 0.0402
Energy above the lowest of the compared OMol25 structures with the same formula, charge and spin (kcal/mol): 35.5
HOMO-LUMO gap (Eh): 0.408



ORCA calculation (ωB97M-V/def2-TZVPD) on one molecule with the formula C5H10.

The geometry in ORCA input format:
```
! wB97M-V def2-TZVPD RIJCOSX def2/J DEFGRID3
* xyz 0 1
C 1.83 0.00 0.08
C 0.38 0.27 0.47
C -0.57 -0.95 0.49
C -1.61 -0.14 -0.33
C -0.54 0.94 -0.58
H 2.46 0.89 0.19
H 2.26 -0.80 0.71
H 1.89 -0.33 -0.96
H 0.34 0.81 1.43
H -0.16 -1.80 -0.07
H -0.89 -1.31 1.47
H -2.44 0.21 0.29
H -2.02 -0.64 -1.21
H -0.84 1.98 -0.39
H -0.11 0.89 -1.59
*
```

Results
Largest force on an atom (Eh/bohr): 0.0039
Energy above the lowest of the compared OMol25 structures with the same formula, charge and spin (kcal/mol): 18.3
HOMO-LUMO gap (Eh): 0.435



ORCA calculation (ωB97M-V/def2-TZVPD) on one molecule with the formula C5H10 in a non-equilibrium geometry.

The geometry in ORCA input format:
```
! wB97M-V def2-TZVPD RIJCOSX def2/J DEFGRID3
* xyz 0 1
C 2.40 -0.31 -0.13
C 1.30 0.59 0.07
C -0.10 -0.09 0.10
C -1.27 0.51 -0.11
C -2.62 -0.23 -0.04
H 2.25 -0.93 -0.84
H 3.33 0.03 -0.16
H 2.75 -1.02 0.79
H 1.30 1.20 0.77
H 1.16 1.34 -0.68
H -0.04 -1.01 0.41
H -1.50 1.48 -0.19
H -2.44 -1.31 0.02
H -3.13 -0.39 -0.99
H -3.39 0.14 0.98
*
```

Results
Largest force on an atom (Eh/bohr): 0.1748
Energy above the lowest of the compared OMol25 structures with the same formula, charge and spin (kcal/mol): 99.9
HOMO-LUMO gap (Eh): 0.382



ORCA calculation (ωB97M-V/def2-TZVPD) on one molecule with the formula C5H10 in a non-equilibrium geometry.

The geometry in ORCA input format:
```
! wB97M-V def2-TZVPD RIJCOSX def2/J DEFGRID3
* xyz 0 1
C -0.20 -1.91 -0.03
C -0.11 -0.42 0.13
C 0.97 0.24 -0.30
C 1.13 1.73 -0.35
C -1.35 0.27 0.61
H -0.95 -2.19 -0.79
H -0.35 -2.53 0.85
H 0.70 -2.35 -0.48
H 1.77 -0.34 -0.74
H 0.43 2.21 0.34
H 2.13 1.97 0.01
H 1.05 2.11 -1.37
H -1.95 0.55 -0.25
H -1.22 1.10 1.31
H -2.05 -0.45 1.06
*
```

Results
Largest force on an atom (Eh/bohr): 0.0293
Energy above the lowest of the compared OMol25 structures with the same formula, charge and spin (kcal/mol): 16.6
HOMO-LUMO gap (Eh): 0.366



ORCA calculation (ωB97M-V/def2-TZVPD) on C5H10BFIn as an isolated structure in a non-equilibrium geometry.

The geometry in ORCA input format:
```
! wB97M-V def2-TZVPD RIJCOSX def2/J DEFGRID3
* xyz 3 1
C -2.47 0.79 0.45
C -1.37 1.30 -0.20
C -0.46 0.49 -1.03
B 0.36 -0.79 -0.45
C 1.76 -1.04 -0.09
C 2.06 0.13 1.11
F 2.45 1.20 0.41
H -2.97 1.19 1.33
H -2.86 -0.24 0.18
H -1.18 2.37 -0.09
H -1.10 0.07 -1.84
H 0.32 1.14 -1.44
H -0.46 -1.86 -0.23
H 2.10 -1.99 0.35
H 2.38 -0.83 -0.99
H 2.88 -0.34 1.67
H 1.18 0.35 1.73
In -2.61 -1.92 -0.86
*
```

Results
Largest force on an atom (Eh/bohr): 0.0405
Energy above the lowest of the compared OMol25 structures with the same formula, charge and spin (kcal/mol): 0.0
HOMO-LUMO gap (Eh): 0.161



ORCA calculation (ωB97M-V/def2-TZVPD) on a 2-piece molecular cluster, C5H10BO6 overall.

The geometry in ORCA input format:
```
! wB97M-V def2-TZVPD RIJCOSX def2/J DEFGRID3
* xyz -1 1
C 1.99 2.27 1.25
B 0.65 3.15 1.27
O 0.59 4.55 1.45
C -0.74 2.36 1.08
O -1.33 1.89 2.07
O -1.15 2.22 -0.12
H 2.88 2.76 1.69
H 1.77 1.34 1.83
H 2.21 2.02 0.19
H 1.17 4.99 0.81
C -1.73 -1.92 1.07
O -0.51 -2.05 0.34
C -0.67 -2.30 -0.96
O -1.72 -2.42 -1.54
O 0.55 -2.39 -1.52
C 0.52 -2.65 -2.91
H -1.48 -1.72 2.10
H -2.32 -1.09 0.69
H -2.31 -2.85 1.02
H 0.02 -1.85 -3.45
H 0.04 -3.61 -3.12
H 1.56 -2.70 -3.25
*
```

Results
Largest force on an atom (Eh/bohr): 0.0184
HOMO-LUMO gap (Eh): 0.241



ORCA calculation (ωB97M-V/def2-TZVPD) on a 2-piece molecular cluster, C5H10Br2Si overall in a non-equilibrium geometry.

The geometry in ORCA input format:
```
! wB97M-V def2-TZVPD RIJCOSX def2/J DEFGRID3
* xyz 0 1
C 1.63 -3.26 0.30
C 1.91 -2.01 0.22
C -2.06 1.88 -1.56
C -1.37 1.03 -0.49
C -0.24 1.85 0.10
Si 1.31 -0.73 1.48
Br 3.26 0.07 2.36
Br -0.11 -1.59 2.97
H 2.02 -4.16 -0.24
H 0.81 -3.58 1.01
H 2.89 -1.83 -0.34
H -1.62 1.94 -2.50
H -3.20 1.53 -1.84
H -2.12 3.02 -1.14
H -2.12 0.88 0.33
H -0.88 0.11 -0.91
H -0.45 2.57 0.84
H 0.35 2.29 -0.60
*
```

Results
Largest force on an atom (Eh/bohr): 0.1031
Energy above the lowest of the compared OMol25 structures with the same formula, charge and spin (kcal/mol): 85.7
HOMO-LUMO gap (spin up / spin down) (Eh): 0.289 / 0.278



- Number 9 is which compound?
  C5H10BO6